{"formula": "C48H95Cl5N5O5", "method": "ωB97M-V/def2-TZVPD", "spin_multiplicity": 6, "lumo_energy_ev": [0.418, -0.092], "total_charge": 0, "relative_energy_kj_mol": 0.0, "e_tot_ha": -4836.4163, "homo_energy_ev": [-8.368, -9.513], "largest_force_ev_per_a": 4.127, "species": ["C", "C", "C", "C", "C", "C", "N", "O", "C", "C", "C", "H", "H", "H", "H", "H", "H", "H", "H", "H", "H", "H", "H", "H", "H", "H", "H", "H", "H", "C", "C", "C", "C", "C", "C", "N", "O", "C", "C", "C", "H", "H", "H", "H", "H", "H", "H", "H", "H", "H", "H", "H", "H", "H", "H", "H", "H", "H", "C", "C", "C", "C", "C", "C", "N", "O", "C", "C", "C", "H", "H", "H", "H", "H", "H", "H", "H", "H", "H", "H", "H", "H", "H", "H", "H", "H", "H", "C", "C", "C", "C", "C", "C", "N", "O", "C", "C", "C", "H", "H", "H", "H", "H", "H", "H", "H", "H", "H", "H", "H", "H", "H", "H", "H", "H", "H", "C", "C", "C", "C", "C", "C", "N", "O", "C", "C", "C", "H", "H", "H", "H", "H", "H", "H", "H", "H", "H", "H", "H", "H", "H", "H", "H", "H", "H", "Cl", "C", "C", "Cl", "H", "H", "H", "H", "C", "Cl", "Cl", "Cl", "H"], "coordinates": [[2.330, 1.335, 8.085], [2.890, 1.118, 6.633], [1.769, 1.641, 5.731], [2.166, 1.859, 4.252], [3.352, 2.831, 4.210], [4.571, 2.267, 5.048], [4.103, 1.877, 6.405], [5.027, 1.722, 7.403], [5.218, 1.151, 4.306], [5.544, 3.402, 5.156], [2.975, -0.423, 6.388], [1.349, 0.882, 8.223], [2.398, 2.373, 8.404], [2.952, 0.711, 8.729], [0.951, 0.920, 5.720], [1.366, 2.572, 6.134], [1.318, 2.268, 3.698], [2.313, 0.913, 3.727], [3.072, 3.800, 4.621], [3.658, 2.805, 3.164], [5.992, 0.768, 4.975], [4.445, 0.409, 4.103], [5.741, 1.333, 3.368], [6.525, 3.063, 5.492], [5.469, 4.050, 4.284], [5.311, 4.027, 6.023], [3.312, -0.705, 5.392], [1.997, -0.868, 6.575], [3.612, -0.907, 7.130], [-3.743, 2.610, -3.616], [-4.537, 3.027, -2.372], [-5.987, 3.343, -2.747], [-6.915, 2.127, -2.940], [-6.765, 1.162, -1.725], [-5.325, 0.797, -1.343], [-4.501, 2.034, -1.255], [-3.235, 1.892, -0.729], [-5.418, 0.107, 0.069], [-4.798, -0.205, -2.333], [-3.936, 4.308, -1.816], [-2.736, 2.471, -3.216], [-3.707, 3.473, -4.280], [-4.076, 1.684, -4.075], [-6.399, 3.979, -1.963], [-5.895, 3.826, -3.720], [-6.738, 1.590, -3.872], [-7.973, 2.370, -2.843], [-7.309, 0.244, -1.959], [-7.350, 1.548, -0.888], [-5.794, 0.925, 0.684], [-6.130, -0.705, -0.074], [-4.466, -0.250, 0.456], [-5.458, -1.062, -2.197], [-4.918, 0.002, -3.401], [-3.727, -0.410, -2.344], [-4.474, 4.610, -0.918], [-4.040, 5.089, -2.571], [-2.869, 4.248, -1.607], [0.716, -3.546, 4.871], [-0.738, -3.268, 4.610], [-1.399, -3.222, 6.014], [-2.782, -2.608, 5.990], [-2.657, -1.214, 5.343], [-2.192, -1.177, 3.905], [-0.865, -1.935, 3.937], [-0.231, -1.907, 2.744], [-3.329, -1.803, 3.047], [-2.043, 0.322, 3.556], [-1.250, -4.489, 3.854], [1.212, -3.752, 3.920], [0.793, -4.494, 5.400], [1.223, -2.673, 5.283], [-1.369, -4.233, 6.421], [-0.758, -2.592, 6.635], [-3.240, -2.686, 6.978], [-3.464, -3.297, 5.483], [-1.913, -0.671, 5.935], [-3.546, -0.625, 5.578], [-4.262, -1.241, 3.119], [-3.158, -1.732, 1.970], [-3.519, -2.845, 3.299], [-0.985, 0.563, 3.657], [-2.331, 0.445, 2.513], [-2.671, 0.913, 4.219], [-1.020, -4.274, 2.809], [-2.316, -4.674, 4.010], [-0.861, -5.476, 4.105], [5.870, -0.624, -3.727], [4.793, 0.027, -4.578], [4.501, 1.336, -3.837], [3.729, 2.408, -4.593], [4.413, 2.653, -5.906], [4.644, 1.407, -6.775], [5.208, 0.261, -5.991], [5.410, -0.827, -6.794], [3.254, 1.140, -7.297], [5.542, 1.801, -7.919], [3.544, -0.858, -4.394], [5.784, -0.684, -2.642], [6.841, -0.119, -3.760], [6.137, -1.583, -4.176], [4.066, 0.967, -2.910], [5.441, 1.801, -3.528], [3.625, 3.319, -3.999], [2.662, 2.235, -4.767], [5.434, 2.883, -5.575], [4.065, 3.516, -6.469], [2.905, 1.993, -7.876], [3.376, 0.323, -8.015], [2.544, 0.774, -6.559], [6.587, 1.958, -7.641], [5.584, 1.054, -8.710], [5.282, 2.794, -8.289], [3.763, -1.864, -4.753], [2.633, -0.439, -4.823], [3.252, -0.960, -3.348], [-3.911, -3.460, -3.868], [-3.300, -4.369, -2.782], [-2.222, -5.193, -3.538], [-0.830, -4.575, -3.731], [-0.310, -4.259, -2.315], [-1.258, -3.347, -1.519], [-2.706, -3.643, -1.631], [-3.538, -2.740, -1.017], [-0.882, -3.520, -0.037], [-0.871, -1.942, -2.007], [-4.459, -5.269, -2.250], [-3.163, -2.892, -4.419], [-4.670, -2.849, -3.377], [-4.465, -4.101, -4.553], [-2.231, -6.177, -3.054], [-2.614, -5.626, -4.463], [-0.929, -3.576, -4.162], [-0.068, -5.077, -4.323], [0.665, -3.834, -2.550], [-0.229, -5.189, -1.748], [-1.404, -2.745, 0.531], [-1.222, -4.436, 0.446], [0.167, -3.269, 0.121], [0.084, -1.705, -1.540], [-0.931, -1.935, -3.094], [-1.538, -1.188, -1.583], [-4.081, -5.901, -1.444], [-4.864, -6.045, -2.901], [-5.260, -4.600, -1.941], [4.016, 3.888, 0.375], [3.322, 5.136, -0.743], [2.736, 6.305, 0.021], [2.295, 7.683, -0.916], [2.474, 4.729, -1.296], [4.080, 5.308, -1.504], [3.487, 6.561, 0.771], [1.851, 6.078, 0.614], [0.348, 1.358, -0.394], [0.185, 3.146, -0.563], [0.542, 0.892, 1.276], [1.821, 0.887, -1.390], [-0.561, 0.966, -0.843]], "mulliken_charge": [-1.736, 1.286, -1.201, -0.096, -1.484, 1.805, 0.630, -0.568, -1.733, -1.807, -1.355, 0.358, 0.433, 0.404, 0.089, 0.470, 0.436, 0.290, 0.440, 0.175, 0.372, 0.264, 0.389, 0.392, 0.351, 0.448, 0.298, 0.237, 0.403, -1.507, 1.533, -1.186, -0.737, -1.561, 1.933, 0.351, -0.347, -2.060, -1.583, -1.769, 0.291, 0.480, 0.279, 0.418, 0.441, 0.325, 0.431, 0.398, 0.462, 0.588, 0.369, 0.298, 0.504, 0.413, 0.081, 0.439, 0.444, 0.235, -1.857, 1.662, -1.434, -0.681, -1.689, 2.068, 0.911, -0.368, -1.182, -0.844, -1.593, 0.432, 0.471, 0.210, 0.440, 0.307, 0.471, 0.357, 0.297, 0.555, 0.422, -0.165, 0.270, -0.269, 0.048, 0.370, 0.123, 0.364, 0.481, -1.920, 1.828, -1.326, -0.429, -1.487, 1.694, 0.551, -0.563, -1.747, -1.747, -1.422, 0.326, 0.474, 0.432, 0.241, 0.336, 0.279, 0.266, 0.321, 0.567, 0.363, 0.453, 0.324, 0.428, 0.379, 0.370, 0.396, 0.233, 0.350, -1.304, 1.357, -1.523, -0.707, -1.297, 1.878, 0.708, -0.280, -2.072, -1.600, -1.798, 0.394, 0.075, 0.482, 0.556, 0.507, 0.270, 0.400, 0.373, 0.419, 0.002, 0.640, 0.449, 0.479, 0.386, -0.069, 0.448, 0.355, 0.359, -0.162, -0.330, -0.414, -0.204, 0.142, 0.407, 0.313, 0.249, 0.445, -0.151, 0.112, -0.023, -0.375]}